Record 1
This record from the OMol25 dataset describes a cluster of 7 separate species, C46H51N8O4 in total in a non-equilibrium geometry. The level of theory is ωB97M-V/def2-TZVPD.

LUMO, eV: -2.757
Total charge: +1
Frontier orbital gap, Ha: 0.2922
Electronic energy, eV: -68630.1294

Each line ends with the Mulliken charge.
Cartesian coordinates (Å):
C 4.76 5.05 5.13  -0.93
C 3.73 6.04 4.43  -0.24
O 2.62 5.23 3.97  -0.41
C 2.74 4.92 2.56  -0.23
C 2.47 3.39 2.45  -0.40
N 3.10 2.46 3.25  0.19
C 2.67 1.15 2.94  -0.55
C 1.70 1.37 1.89  0.21
C 0.94 0.17 1.28  -0.98
C -0.38 -0.24 2.08  -0.04
C -0.64 0.59 3.37  0.39
O -0.62 0.02 4.44  -0.53
O -0.94 1.96 3.37  -0.48
N 1.61 2.76 1.58  1.00
C 0.70 3.29 0.54  -0.83
O 1.02 4.57 0.07  -0.41
C 2.02 4.56 -0.93  0.75
C 3.40 4.11 -0.77  -0.10
C 4.36 4.18 -1.87  -0.71
C 3.99 4.70 -3.19  -0.50
C 2.58 5.14 -3.35  -0.71
C 1.61 5.08 -2.26  -0.36
H 5.27 4.49 4.29  0.19
H 5.46 5.57 5.83  0.40
H 4.11 4.28 5.65  0.23
H 3.32 6.78 5.18  0.35
H 4.21 6.66 3.63  0.29
H 3.80 5.09 2.22  0.40
H 1.99 5.56 2.04  0.26
H 3.80 2.69 3.96  0.17
H 2.95 0.17 3.37  0.44
H 0.64 0.31 0.21  0.26
H 1.61 -0.74 1.30  0.42
H -1.28 -0.21 1.40  0.35
H -0.29 -1.32 2.39  0.11
H -0.25 2.38 3.92  0.33
H 0.61 2.51 -0.27  0.55
H -0.33 3.35 1.02  0.22
H 3.76 3.73 0.21  0.22
H 5.42 3.86 -1.70  0.35
H 4.74 4.78 -4.01  0.39
H 2.31 5.57 -4.35  0.49
H 0.57 5.43 -2.46  0.39
N 4.33 9.20 -3.19  -0.54
C 3.28 8.42 -3.43  -0.24
C 2.26 8.74 -4.31  -0.37
C 2.33 9.95 -4.98  -0.05
C 3.41 10.78 -4.75  -0.49
C 4.38 10.36 -3.85  -0.26
H 3.26 7.48 -2.87  0.48
H 1.42 8.06 -4.46  0.36
H 1.55 10.24 -5.68  0.42
H 3.50 11.73 -5.25  0.38
H 5.25 10.98 -3.64  0.37
N -1.81 -3.78 1.88  -0.51
C -2.46 -3.97 3.03  -0.24
C -2.38 -5.13 3.78  -0.59
C -1.59 -6.16 3.30  0.04
C -0.91 -6.00 2.11  -0.51
C -1.05 -4.79 1.44  -0.36
H -3.07 -3.13 3.36  0.36
H -2.93 -5.23 4.71  0.41
H -1.50 -7.09 3.86  0.41
H -0.28 -6.78 1.71  0.60
H -0.53 -4.61 0.50  0.39
N 1.48 -8.51 3.15  -0.31
C 2.78 -8.19 3.08  -0.19
C 3.78 -9.10 2.79  -0.50
C 3.43 -10.42 2.58  -0.15
C 2.09 -10.78 2.65  -0.68
C 1.16 -9.79 2.94  0.03
H 3.00 -7.14 3.26  0.35
H 4.82 -8.78 2.74  0.35
H 4.19 -11.16 2.35  0.37
H 1.78 -11.80 2.49  0.35
H 0.11 -10.03 3.00  0.39
N -1.72 -9.37 0.91  -0.13
C -1.80 -10.51 0.21  -0.03
C -2.69 -10.71 -0.82  -0.75
C -3.56 -9.68 -1.16  -0.33
C -3.50 -8.49 -0.45  -0.81
C -2.56 -8.39 0.57  0.15
H -1.11 -11.28 0.52  0.34
H -2.71 -11.66 -1.35  0.37
H -4.28 -9.81 -1.96  0.50
H -4.16 -7.67 -0.69  0.43
H -2.47 -7.47 1.15  0.26
N -0.90 10.36 -6.65  -0.37
C -1.91 9.62 -6.18  -0.19
C -2.98 9.19 -6.94  -0.50
C -3.03 9.57 -8.27  -0.11
C -2.00 10.34 -8.79  -0.54
C -0.97 10.71 -7.95  -0.08
H -1.83 9.35 -5.13  0.37
H -3.77 8.59 -6.50  0.34
H -3.86 9.26 -8.90  0.37
H -2.00 10.65 -9.83  0.34
H -0.14 11.31 -8.31  0.35
N -6.90 -7.82 -0.54  -0.44
C -7.71 -6.86 -0.09  -0.16
C -8.60 -7.04 0.97  -0.45
C -8.65 -8.28 1.58  -0.14
C -7.82 -9.29 1.12  -0.66
C -6.97 -9.01 0.07  0.10
H -7.64 -5.91 -0.60  0.36
H -9.23 -6.22 1.29  0.35
H -9.33 -8.46 2.40  0.37
H -7.83 -10.27 1.58  0.36
H -6.30 -9.77 -0.32  0.32

***

Record 2
This record from the OMol25 dataset describes a structure of composition C46H52GeKN6O2SSbTe. The level of theory is ωB97M-V/def2-TZVPD.

LUMO, eV: 3.869
Energy relative to the best compared isomer or geometry (same formula, charge and spin), kcal per mole: 1.4
Total charge: -2
Frontier orbital gap, Ha: 0.1759
Electronic energy, eV: -159090.1346

Each line ends with the Mulliken charge.
Cartesian coordinates (Å):
K -0.77 0.95 0.59  1.25
O -1.19 2.63 4.86  -0.89
C -0.81 2.01 3.84  -0.19
N -1.39 1.05 3.14  0.52
C -2.58 0.42 3.51  -0.72
C -3.26 0.68 4.71  -0.63
C -4.37 -0.05 5.12  -0.68
C -4.85 -1.09 4.32  -0.93
C -4.21 -1.34 3.12  -0.02
C -3.11 -0.60 2.66  -0.53
N -2.69 -0.80 1.33  1.65
C -2.27 -1.99 0.94  -1.52
O -2.06 -3.05 1.59  -0.73
C -2.05 -2.10 -0.57  1.14
C -2.52 -3.24 -1.22  -0.62
C -2.41 -3.33 -2.59  -0.83
C -1.80 -2.30 -3.29  -0.76
C -1.31 -1.22 -2.56  -1.03
N -1.42 -1.13 -1.24  1.52
C 0.58 2.44 3.32  0.19
C 1.23 3.47 4.00  -0.69
C 2.48 3.88 3.57  -0.64
C 3.06 3.25 2.47  -1.07
C 2.34 2.23 1.87  -0.53
N 1.15 1.82 2.29  1.29
H -2.88 1.47 5.34  0.46
H -4.86 0.18 6.06  0.35
H -5.69 -1.69 4.63  0.34
H -4.55 -2.15 2.48  0.39
H -2.96 -4.03 -0.62  0.42
H -2.77 -4.21 -3.12  0.38
H -1.68 -2.32 -4.37  0.46
H -0.82 -0.39 -3.05  0.44
H 0.72 3.93 4.83  0.51
H 3.00 4.69 4.07  0.34
H 4.02 3.55 2.09  0.46
H 2.75 1.72 1.00  0.33
C 1.10 -5.12 -2.95  -0.57
C 1.72 -4.20 -3.79  -0.62
C 2.04 -2.93 -3.32  -0.59
C 1.71 -2.55 -2.01  1.01
C 1.09 -3.49 -1.18  -0.77
C 0.79 -4.76 -1.64  -0.38
Sb 2.05 -0.63 -1.12  0.27
C 3.03 0.30 -2.78  0.60
C 4.31 0.86 -2.69  -0.72
C 4.86 1.55 -3.76  -0.67
C 4.15 1.69 -4.94  -0.55
C 2.88 1.15 -5.04  -0.69
C 2.33 0.47 -3.97  -0.29
C 3.87 -1.24 -0.14  0.17
C 3.95 -1.06 1.24  -0.03
C 5.07 -1.47 1.95  -0.61
C 6.12 -2.09 1.29  -0.55
C 6.05 -2.29 -0.09  -0.70
C 4.93 -1.87 -0.79  -0.16
H 0.85 -6.11 -3.32  0.35
H 1.97 -4.47 -4.81  0.38
H 2.52 -2.22 -3.97  0.39
H 0.82 -3.22 -0.16  0.13
H 0.30 -5.47 -0.98  0.42
H 4.87 0.76 -1.77  0.42
H 5.85 1.99 -3.66  0.37
H 4.58 2.24 -5.77  0.35
H 2.31 1.28 -5.96  0.40
H 1.32 0.07 -4.07  0.21
H 3.12 -0.59 1.77  -0.18
H 5.12 -1.32 3.03  0.43
H 7.00 -2.42 1.84  0.35
H 6.87 -2.78 -0.61  0.37
H 4.88 -2.03 -1.86  0.42
C 1.41 -3.54 3.05  -1.19
Te 0.38 -1.65 3.07  0.67
C 1.86 -0.71 4.31  -1.08
H 2.39 -3.44 2.58  0.33
H 0.79 -4.22 2.46  0.24
H 1.51 -3.93 4.06  0.40
H 2.14 -1.43 5.09  0.50
H 1.39 0.15 4.77  0.28
H 2.74 -0.39 3.75  0.19
C -1.49 4.79 -2.05  -1.14
Ge 0.19 4.53 -1.02  0.41
C -0.28 4.93 0.86  -1.01
C 1.31 6.13 -1.53  -1.43
C 0.92 2.79 -1.28  -0.29
H -1.80 5.84 -2.02  0.36
H -2.30 4.17 -1.65  0.28
H -1.34 4.49 -3.09  0.31
H -0.71 5.93 0.96  0.45
H 0.61 4.88 1.50  0.15
H -1.00 4.21 1.26  0.22
H 0.83 7.08 -1.30  0.37
H 1.53 6.09 -2.61  0.36
H 2.27 6.08 -1.00  0.34
H 1.99 2.78 -1.02  -0.07
H 0.86 2.55 -2.35  -0.11
S -3.53 1.46 -2.69  -0.41
C -4.59 0.47 -1.85  0.12
N -4.84 0.63 -0.54  -0.02
C -5.77 -0.22 0.19  -0.93
C -5.68 -1.64 -0.33  0.32
C -5.93 -1.65 -1.83  -0.92
N -5.28 -0.51 -2.48  -0.19
H -4.11 1.09 -0.01  0.16
H -6.79 0.16 0.06  0.41
H -5.51 -0.18 1.24  0.35
H -6.40 -2.29 0.17  0.59
H -4.68 -2.02 -0.11  -0.43
H -7.01 -1.61 -2.02  0.40
H -5.55 -2.57 -2.27  0.35
H -5.01 -0.61 -3.44  0.27

***

Record 3
This record from the OMol25 dataset describes a structure of composition C46H53As2GeIrN4O2 in a non-equilibrium geometry. The level of theory is ωB97M-V/def2-TZVPD.

LUMO (alpha / beta), eV: -7.436 / -10.356
2S+1: 6
Energy relative to the best compared isomer or geometry (same formula, charge and spin), kcal per mole: 0.0
Total charge: +3
Frontier orbital gap (alpha / beta), Ha: 0.1744 / 0.1676
Electronic energy, eV: -239621.6232

Each line ends with the Mulliken charge.
Cartesian coordinates (Å):
Ir -1.70 0.72 -0.96  1.12
C 9.50 0.57 6.38  -0.84
O 8.21 0.25 6.80  -0.37
C 7.18 0.65 6.02  0.95
C 7.43 1.17 4.75  -0.27
C 6.44 1.32 3.81  -0.94
C 5.15 0.95 4.18  0.50
C 4.86 0.47 5.51  -0.50
C 5.86 0.36 6.42  -0.76
C 4.05 1.05 3.32  0.35
N 2.78 0.88 3.69  -0.71
C 2.05 1.10 2.59  0.54
C 2.84 1.33 1.47  0.15
N 4.14 1.30 1.96  0.00
C 2.34 1.45 0.19  0.85
C 3.05 1.71 -0.98  -0.75
C 2.41 1.82 -2.19  -1.54
C 1.03 1.48 -2.23  -1.01
N 0.35 1.17 -1.14  0.97
C 0.97 1.28 0.07  -0.09
C 0.13 1.17 1.21  -0.45
N -1.21 1.18 0.99  0.15
C -2.08 0.83 2.04  -0.73
C -1.57 0.39 3.24  -1.00
C -0.19 0.49 3.52  -0.92
C 0.63 0.97 2.50  0.93
H 10.22 0.32 7.15  0.25
H 9.60 1.63 6.15  0.35
H 9.75 -0.04 5.54  0.40
H 8.43 1.44 4.42  0.39
H 6.69 1.57 2.79  0.28
H 3.88 0.03 5.73  0.40
H 5.70 -0.04 7.42  0.45
H 4.98 1.25 1.35  0.35
H 4.11 1.92 -0.98  0.51
H 2.99 2.26 -3.07  0.43
H 0.43 1.37 -3.14  0.73
H -3.11 0.93 1.85  0.51
H -2.20 -0.01 4.03  0.50
H 0.27 0.23 4.46  0.67
C -5.36 2.22 0.29  -1.14
C -4.99 2.11 -1.18  -0.41
As -3.92 0.44 -1.63  0.35
C -4.39 0.20 -3.53  -0.27
C -3.89 1.35 -4.31  -1.09
C -4.98 -1.07 -0.94  -0.63
C -4.89 -1.19 0.57  -1.15
H -5.97 3.06 0.63  0.43
H -4.48 2.14 0.94  0.16
H -5.90 1.34 0.58  0.26
H -4.33 2.90 -1.51  0.14
H -5.88 2.08 -1.78  0.63
H -5.48 0.14 -3.54  0.66
H -3.90 -0.80 -3.76  -0.04
H -4.40 2.30 -4.02  0.27
H -4.06 1.19 -5.36  0.47
H -2.80 1.47 -4.14  0.13
H -4.68 -1.96 -1.52  0.32
H -5.98 -0.86 -1.26  0.72
H -3.94 -0.85 0.99  0.09
H -5.17 -2.17 0.94  0.43
H -5.69 -0.50 0.92  0.31
C -2.37 5.72 -1.91  -1.26
As -1.09 4.34 -1.34  0.60
C -0.67 5.07 0.44  -1.24
C 0.52 4.87 -2.47  -0.99
O -1.80 2.77 -1.60  -0.68
H -1.94 6.73 -1.99  0.45
H -3.06 5.85 -1.05  0.39
H -2.89 5.41 -2.78  0.40
H -0.63 6.15 0.38  0.48
H 0.25 4.69 0.88  0.35
H -1.51 4.79 1.13  0.38
H 0.15 5.66 -3.15  0.48
H 0.86 4.03 -3.10  0.22
H 1.32 5.28 -1.78  0.33
C 0.60 -1.46 -2.80  -1.51
Ge -1.01 -1.46 -1.68  0.23
C -2.18 -2.52 -2.95  0.48
C -2.87 -3.70 -2.56  -0.19
C -3.29 -4.62 -3.52  -0.66
C -2.95 -4.39 -4.84  -0.65
C -2.52 -3.12 -5.30  -0.70
C -2.15 -2.19 -4.34  -0.77
C -0.45 -2.74 -0.28  0.16
C -0.66 -2.32 1.04  0.26
C -0.15 -3.05 2.12  -0.79
C 0.61 -4.19 1.90  -0.79
C 0.90 -4.64 0.56  0.45
C 1.72 -5.79 0.35  -0.81
C 1.64 -6.50 -0.87  -0.57
C 0.92 -5.91 -1.93  -1.29
C 0.27 -4.65 -1.78  0.40
C 0.26 -3.96 -0.56  1.16
H 0.71 -2.48 -3.18  0.61
H 1.51 -1.31 -2.12  0.33
H 0.61 -0.68 -3.61  0.52
H -3.01 -3.97 -1.52  0.48
H -3.82 -5.53 -3.20  0.43
H -3.14 -5.19 -5.57  0.43
H -2.55 -2.85 -6.35  0.46
H -1.76 -1.22 -4.62  0.41
H -1.34 -1.47 1.17  -0.01
H -0.29 -2.71 3.17  0.42
H 0.93 -4.85 2.74  0.40
H 2.28 -6.14 1.21  0.46
H 2.08 -7.49 -1.03  0.42
H 0.85 -6.46 -2.84  0.49
H -0.15 -4.21 -2.70  0.30

***

Record 4
This record from the OMol25 dataset describes a structure of composition C46H54CsO5PSSe in a non-equilibrium geometry. The level of theory is ωB97M-V/def2-TZVPD.

LUMO, eV: 3.863
Energy relative to the best compared isomer or geometry (same formula, charge and spin), kcal per mole: 50.8
Total charge: -2
Frontier orbital gap, Ha: 0.1993
Electronic energy, eV: -144837.1237

Each line ends with the Mulliken charge.
Cartesian coordinates (Å):
Cs 1.94 -0.28 -0.62  1.98
C -2.41 6.64 1.56  -1.65
C -1.96 6.47 0.10  2.11
C -1.33 7.79 -0.37  -1.80
C -3.21 6.21 -0.75  -1.85
C -0.96 5.32 -0.01  -0.65
C -1.22 4.14 -0.71  0.24
C -0.31 3.10 -0.74  -0.89
Se -0.66 1.47 -1.68  0.05
C -1.99 0.63 -0.56  -0.53
C -3.21 1.23 -0.33  0.31
C -4.18 0.64 0.47  -0.42
C -3.88 -0.64 0.95  -0.42
C -2.69 -1.33 0.70  -0.47
C -1.63 -0.66 -0.02  0.95
O -0.44 -1.12 -0.20  -0.78
C -2.57 -2.75 1.30  2.72
C -2.48 -2.67 2.84  -1.84
C -3.80 -3.59 0.92  -1.81
C -1.34 -3.52 0.81  -2.28
C -5.51 1.31 0.84  2.16
C -5.60 1.50 2.36  -1.74
C -5.63 2.69 0.19  -2.02
C -6.69 0.45 0.38  -1.77
C 0.97 3.16 -0.08  1.20
O 1.74 2.14 -0.13  -1.44
C 1.26 4.40 0.59  -0.59
C 0.28 5.39 0.62  0.18
C 2.58 4.69 1.34  2.03
C 3.16 6.04 0.88  -1.77
C 3.68 3.64 1.10  -2.11
C 2.32 4.76 2.85  -1.64
H -3.14 7.46 1.66  0.48
H -1.56 6.87 2.21  0.29
H -2.87 5.72 1.93  0.28
H -2.06 8.61 -0.32  0.45
H -0.99 7.69 -1.41  0.37
H -0.47 8.06 0.24  0.31
H -3.89 7.07 -0.68  0.47
H -3.75 5.32 -0.42  0.09
H -2.95 6.07 -1.81  0.37
H -2.15 4.03 -1.27  0.59
H -3.39 2.20 -0.78  0.13
H -4.63 -1.14 1.56  0.05
H -3.37 -2.18 3.26  0.35
H -1.61 -2.08 3.13  0.30
H -2.40 -3.67 3.28  0.45
H -4.74 -3.18 1.30  0.37
H -3.70 -4.61 1.33  0.44
H -3.88 -3.67 -0.17  0.38
H -0.42 -3.01 1.09  0.06
H -1.33 -3.61 -0.28  0.44
H -1.35 -4.52 1.25  0.58
H -4.76 2.10 2.72  0.32
H -5.56 0.53 2.88  0.33
H -6.54 1.99 2.64  0.48
H -4.84 3.36 0.53  0.17
H -6.59 3.14 0.45  0.49
H -5.57 2.62 -0.91  0.38
H -6.69 -0.53 0.86  0.33
H -6.65 0.29 -0.71  0.34
H -7.64 0.94 0.62  0.44
H 0.50 6.30 1.19  0.20
H 3.35 6.02 -0.20  0.38
H 4.11 6.24 1.39  0.46
H 2.48 6.88 1.08  0.32
H 3.91 3.52 0.04  0.38
H 3.41 2.66 1.47  0.34
H 4.59 3.98 1.62  0.48
H 1.59 5.54 3.10  0.29
H 3.25 4.98 3.40  0.44
H 1.93 3.80 3.21  0.32
O 5.88 -0.66 0.23  -0.84
S 4.84 -1.37 -0.47  1.34
O 3.78 -1.89 0.39  -0.69
O 4.31 -0.69 -1.65  -0.79
C 5.54 -2.85 -1.16  -0.07
C 6.92 -3.01 -1.21  -0.61
C 7.45 -4.15 -1.81  -0.51
C 6.60 -5.10 -2.36  -0.75
C 5.22 -4.93 -2.30  -0.18
C 4.66 -3.81 -1.69  -0.04
P 2.82 -3.50 -1.52  0.68
C 2.17 -4.54 -2.92  0.00
C 2.68 -4.31 -4.21  -0.56
C 2.11 -4.92 -5.32  -0.66
C 1.00 -5.75 -5.18  -0.42
C 0.47 -5.96 -3.92  -0.64
C 1.05 -5.36 -2.80  -0.51
C 2.50 -4.64 -0.08  0.28
C 2.76 -6.01 -0.11  0.20
C 2.49 -6.81 0.99  -0.77
C 1.96 -6.25 2.15  -0.54
C 1.70 -4.89 2.19  -0.45
C 1.98 -4.09 1.09  -0.42
H 7.55 -2.25 -0.77  0.53
H 8.53 -4.29 -1.86  0.36
H 7.01 -5.98 -2.84  0.37
H 4.58 -5.67 -2.76  0.33
H 3.53 -3.65 -4.33  0.48
H 2.53 -4.72 -6.31  0.37
H 0.55 -6.21 -6.05  0.36
H -0.40 -6.59 -3.80  0.38
H 0.61 -5.53 -1.83  0.32
H 3.17 -6.46 -1.00  0.23
H 2.70 -7.88 0.95  0.39
H 1.74 -6.88 3.01  0.36
H 1.27 -4.44 3.08  0.39
H 1.80 -3.02 1.14  0.45